Record 1
9
Properties=species:S:1:pos:R:3:lowdin_charge:R:1 method="wB97M-V/def2-TZVPD" charge=0 e_homo_ev=-10.13 energy_ha=-570.64058 relative_energy_kj_mol=289.88 spin_multiplicity=1
C 0.957 -0.033 1.834 0.031
C 1.849 -0.238 1.075 -0.388
P 3.182 -0.667 0.015 0.757
O 3.798 0.601 -0.242 -0.478
H 0.118 -0.033 2.578 0.065
C -0.876 -0.364 -1.207 -0.035
C -1.129 -1.410 -0.691 -0.034
H -0.744 0.566 -1.775 0.041
H -1.395 -2.404 -0.284 0.042

***

Record 2
9
Properties=species:S:1:pos:R:3:lowdin_charge:R:1 method="wB97M-V/def2-TZVPD" charge=0 e_homo_ev="-9.11 / -8.04" energy_ha=-263.15936 relative_energy_kj_mol=535.36 spin_multiplicity=1
C -0.822 -1.086 0.499 0.072
C 0.197 -0.327 0.051 -0.445
N 0.076 0.992 -0.562 0.087
N 1.497 -0.312 0.458 0.028
O 1.821 0.978 0.168 -0.085
H -0.599 -1.897 1.173 0.058
H -1.821 -0.993 0.103 0.055
H 0.388 1.084 -1.529 0.118
H -0.738 1.562 -0.361 0.112

***

Record 3
30
Properties=species:S:1:pos:R:3:lowdin_spin:R:1 method="wB97M-V/def2-TZVPD" charge=0 e_homo_ev="-2.99 / -8.13" energy_ha=-934.71555 relative_energy_kj_mol=86.97 spin_multiplicity=5
C 0.607 0.915 -3.053 0.030
C 1.130 -0.386 -3.354 0.244
C 0.029 -1.308 -3.312 0.065
C -1.221 -0.595 -3.288 0.230
C -0.976 0.775 -2.905 0.125
Rh -0.166 1.416 -0.980 2.006
P 0.768 3.245 -0.446 0.518
H 1.048 1.854 -3.425 0.012
H 2.188 -0.628 -3.571 0.012
H 0.125 -2.387 -3.421 0.000
H -1.557 1.597 -3.321 0.014
H -2.237 -1.050 -3.283 0.010
H -0.369 4.051 -0.742 0.124
H 1.950 3.444 -1.198 0.125
H 1.008 3.038 0.961 0.196
C 0.052 -1.495 3.694 0.009
N -0.472 -0.718 2.583 0.025
C -1.478 0.277 2.884 0.033
C -0.036 -0.778 1.314 0.037
C 1.011 -1.772 0.936 0.009
O -0.576 0.048 0.508 0.128
H -0.498 -1.176 4.583 0.000
H 1.122 -1.302 3.855 0.004
H -0.089 -2.577 3.561 0.001
H -1.108 1.282 2.649 0.035
H -2.399 0.096 2.317 0.002
H -1.690 0.209 3.951 0.001
H 0.684 -2.332 0.053 0.001
H 1.955 -1.267 0.689 0.003
H 1.195 -2.474 1.758 0.001

***

Record 4
17
Properties=species:S:1:pos:R:3:lowdin_charge:R:1 method="wB97M-V/def2-TZVPD" charge=+1 e_homo_ev="-12.69 / -12.69" energy_ha=-5414.97694 relative_energy_kj_mol=283.79 spin_multiplicity=1
C -1.007 0.893 -0.140 -0.319
C 1.146 -1.538 0.302 -0.158
C 1.944 0.673 -0.502 -0.628
C 2.050 -0.386 0.532 -0.676
N -2.020 0.911 -0.959 0.089
N -1.169 1.472 0.968 0.070
Br 2.349 2.398 -0.144 0.941
Br 4.030 -0.893 0.000 0.725
H 0.992 -1.774 -0.762 0.103
H 1.297 -2.491 0.843 0.107
H 0.163 -1.324 0.638 0.047
H 1.691 0.383 -1.452 0.040
H 2.087 0.025 1.600 0.132
H -2.098 0.316 -1.835 0.150
H -2.857 1.295 -0.550 0.096
H -0.566 1.431 1.841 0.144
H -2.146 1.818 1.189 0.138

***

Record 5
59
Properties=species:S:1:pos:R:3:lowdin_spin:R:1 method="wB97M-V/def2-TZVPD" charge=0 e_homo_ev="-6.37 / -8.65" energy_ha=-5337.18069 relative_energy_kj_mol=33.10 spin_multiplicity=3
Ti 0.412 0.183 -0.253 0.995
O -2.689 -3.655 2.049 0.000
C -1.968 -2.524 2.010 0.000
O -1.430 -2.085 3.000 0.000
C -1.968 -1.858 0.664 0.001
O -1.367 -0.592 0.843 0.010
C -2.258 0.393 1.389 0.002
C -1.932 1.648 0.549 0.002
O -2.794 2.520 0.372 0.000
O -0.794 1.605 -0.004 0.002
H -2.473 -4.153 2.873 0.000
H -1.479 -2.480 -0.071 0.000
H -2.983 -1.768 0.318 0.000
H -3.292 0.099 1.269 0.000
H -2.141 0.462 2.467 0.000
O 1.696 0.810 -1.420 0.154
C 1.684 0.471 -2.757 0.435
C 0.899 -0.588 -3.329 0.040
C 1.207 -0.979 -4.618 0.082
C 0.347 -1.820 -5.283 -0.008
C -0.702 -2.523 -4.645 0.105
C -0.955 -2.161 -3.367 -0.004
C -0.229 -1.174 -2.693 0.097
O -0.576 -0.889 -1.428 0.047
N 0.767 -2.108 -6.657 -0.003
O 0.347 -3.138 -7.199 -0.008
O 1.538 -1.264 -7.143 -0.009
H 2.492 1.013 -3.282 0.020
H 2.047 -0.569 -5.206 0.002
H -1.237 -3.287 -5.156 0.007
H -1.778 -2.557 -2.779 -0.003
O 3.300 -4.390 3.070 0.001
C 2.616 -3.507 2.284 0.003
C 1.938 -3.895 1.136 0.000
C 1.280 -2.948 0.342 0.003
N 1.304 -1.632 0.662 0.005
C 1.888 -1.340 1.829 0.006
Br 1.878 0.483 2.289 0.016
C 2.573 -2.155 2.665 0.000
H 3.309 -5.255 2.635 0.000
H 1.846 -4.909 0.802 0.000
H 0.868 -3.241 -0.577 0.000
H 2.912 -1.898 3.664 0.000
C -2.579 4.206 2.720 0.000
N -1.208 4.132 2.245 0.000
C -0.898 4.867 1.127 0.000
C 0.334 4.930 0.642 0.000
C 1.297 4.164 1.377 0.000
N 1.007 3.403 2.442 0.000
C -0.278 3.255 2.825 0.000
O -0.629 2.462 3.667 0.000
N 2.633 4.341 1.132 0.000
H -3.138 3.324 2.404 0.000
H -3.021 5.025 2.126 0.000
H -2.626 4.426 3.845 0.000
H -1.731 5.370 0.711 0.000
H 0.595 5.459 -0.259 0.000
H 2.936 4.698 0.170 0.000
H 3.199 3.593 1.511 0.000